1.
DFT (the ωB97M-V functional and the def2-TZVPD basis) results for a molecular structure, C27H19CrI2N8S.

Relative energy (zero: lowest compared OMol25 entry of this formula, charge and spin) = 93.8 kcal per mole
Total energy = -3515.943336 Ha
E_HOMO (alpha / beta) = -12.986 / -12.988 eV
2S+1 = 4
Total charge = +2

Last column: Löwdin charge in e.
Element x y z (Å)
Cr  -0.53  0.55  -0.28  0.895
N  4.04  1.42  -0.25  0.116
C  2.72  1.53  0.23  -0.229
N  1.68  1.00  -0.74  -0.012
C  2.10  0.11  -1.79  -0.219
N  1.18  -0.37  -2.57  0.138
N  -0.07  0.06  -2.21  -0.085
C  -0.95  0.29  -3.10  0.006
C  -2.19  0.92  -2.65  -0.228
C  -3.25  1.18  -3.50  0.032
C  -4.36  1.85  -2.99  0.007
C  -4.37  2.23  -1.66  0.000
C  -3.27  1.93  -0.87  -0.072
N  -2.20  1.30  -1.35  0.017
C  3.48  -0.25  -1.90  -0.123
C  3.89  -1.26  -2.79  -0.019
C  5.22  -1.60  -2.89  -0.060
C  6.16  -0.94  -2.09  -0.041
C  5.78  0.05  -1.21  -0.013
C  4.43  0.40  -1.09  -0.207
H  4.75  1.92  0.25  0.159
H  2.50  2.57  0.48  0.159
H  -0.74  0.11  -4.16  0.158
H  -3.20  0.87  -4.53  0.136
H  -5.20  2.06  -3.63  0.133
H  -5.21  2.76  -1.23  0.128
H  -3.24  2.21  0.17  0.122
H  3.14  -1.76  -3.39  0.120
H  5.53  -2.38  -3.57  0.117
H  7.20  -1.20  -2.17  0.123
H  6.51  0.55  -0.60  0.125
C  -1.07  2.60  3.55  0.001
C  -0.78  2.37  2.20  -0.081
N  -1.08  1.23  1.59  0.007
C  -1.64  0.23  2.32  -0.142
C  -1.96  0.37  3.67  -0.111
C  -1.65  1.60  4.28  0.053
C  -2.56  -0.74  4.36  0.024
C  -2.82  -1.90  3.72  0.023
C  -2.49  -2.06  2.33  -0.107
C  -2.73  -3.24  1.60  0.054
C  -2.37  -3.31  0.27  -0.017
C  -1.76  -2.20  -0.32  -0.124
N  -1.54  -1.08  0.34  0.019
C  -1.91  -1.00  1.65  -0.124
H  -0.81  3.55  3.99  0.129
H  -0.31  3.14  1.59  0.136
H  -1.88  1.75  5.33  0.141
H  -2.80  -0.63  5.41  0.134
H  -3.27  -2.73  4.24  0.134
H  -3.18  -4.10  2.09  0.141
H  -2.53  -4.20  -0.31  0.129
H  -1.43  -2.24  -1.36  0.121
S  2.23  0.33  2.85  0.730
C  2.09  0.58  1.27  -0.852
N  1.20  0.10  0.35  -0.089
I  1.54  -3.60  0.15  0.113
I  3.99  -2.95  0.90  0.174

***

2.
DFT (the ωB97M-V functional and the def2-TZVPD basis) results for a molecular structure, C14H30NO3P2Pd in a non-equilibrium geometry.

Total energy = -1641.314204 Ha
E_HOMO (alpha / beta) = -17.832 / -17.831 eV
2S+1 = 5
Total charge = +3

Last column: Löwdin charge in e.
Element x y z (Å)
Pd  0.35  0.50  0.38  0.743
P  0.98  1.09  -1.74  0.797
C  0.63  -0.33  -2.84  -0.203
C  0.08  -1.54  -2.14  -0.222
N  -0.10  -1.49  -0.84  0.069
C  -0.33  -2.58  -0.11  -0.215
C  -0.38  -3.84  -0.72  0.131
C  -0.32  -3.91  -2.12  0.081
C  -0.13  -2.73  -2.84  0.127
C  -0.48  -2.41  1.38  -0.225
P  -0.97  -0.71  1.85  0.791
H  -0.06  -2.70  -3.91  0.161
H  -0.48  -4.71  -0.07  0.167
H  -0.40  -4.87  -2.62  0.161
H  -1.21  -3.12  1.80  0.129
H  0.51  -2.57  1.82  0.136
H  -0.09  -0.02  -3.61  0.135
H  1.60  -0.58  -3.31  0.141
H  -4.56  0.75  -2.85  0.014
O  -5.09  0.45  -3.61  -0.046
H  -4.44  0.26  -4.30  0.031
H  -2.96  2.76  0.67  0.002
O  -3.77  2.76  0.18  -0.046
H  -4.12  1.84  0.20  0.045
C  -2.79  -0.79  1.67  -0.213
H  -3.20  -1.63  2.26  0.085
H  -3.21  0.17  2.02  0.063
H  -3.03  -0.91  0.61  0.056
C  -0.65  -0.56  3.63  -0.215
H  -0.98  0.44  3.96  0.077
H  -1.21  -1.32  4.19  0.081
H  0.42  -0.67  3.83  0.043
C  2.76  1.24  -1.85  -0.218
H  3.08  1.31  -2.89  0.082
H  3.09  2.13  -1.29  0.060
H  3.20  0.37  -1.36  0.064
C  0.13  2.54  -2.38  -0.204
H  0.49  3.41  -1.81  0.071
H  0.31  2.70  -3.45  0.084
H  -0.95  2.43  -2.20  0.063
C  2.05  2.49  1.50  -0.044
C  2.78  1.20  1.79  -0.478
C  2.93  0.89  3.28  0.003
O  2.22  0.06  1.18  -0.109
H  0.95  2.37  1.56  0.064
H  2.31  2.87  0.51  0.067
H  2.33  3.24  2.24  0.123
H  3.80  1.28  1.39  0.183
H  1.96  0.97  3.80  0.082
H  3.31  -0.12  3.44  0.106
H  3.61  1.60  3.75  0.119

***

3.
DFT (the ωB97M-V functional and the def2-TZVPD basis) results for a molecular structure, C34H20AuF15GeN3S.

Relative energy (zero: lowest compared OMol25 entry of this formula, charge and spin) = 0.4 kcal per mole
Total energy = -5580.393681 Ha
E_HOMO = -10.749 eV
Total charge = +1

Last column: Löwdin charge in e.
Element x y z (Å)
Au  0.14  -0.75  -1.45  1.137
C  0.38  -3.68  -1.67  -0.052
N  -0.70  -2.66  -1.49  -0.326
C  -1.45  -2.95  -0.24  -0.072
C  -1.64  -2.69  -2.65  -0.203
C  -2.40  -3.82  -2.88  -0.027
C  -3.34  -3.83  -3.90  -0.062
C  -3.52  -2.67  -4.64  -0.058
C  -2.74  -1.55  -4.43  -0.008
C  -1.75  -1.54  -3.44  -0.209
N  -0.86  -0.51  -3.15  -0.071
C  -0.57  0.66  -3.83  -0.209
C  -0.99  1.02  -5.12  -0.006
C  -0.64  2.24  -5.67  -0.057
C  0.15  3.14  -4.97  -0.062
C  0.63  2.78  -3.73  -0.026
C  0.28  1.56  -3.18  -0.205
N  0.93  1.11  -1.92  -0.310
C  0.75  2.12  -0.85  -0.053
C  2.39  0.89  -2.19  -0.043
H  -0.07  -4.67  -1.70  0.101
H  1.07  -3.62  -0.84  0.059
H  0.89  -3.49  -2.61  0.106
H  -1.88  -3.95  -0.31  0.099
H  -2.25  -2.22  -0.13  0.099
H  -0.76  -2.90  0.60  0.040
H  -2.28  -4.70  -2.27  0.115
H  -3.93  -4.71  -4.08  0.113
H  -4.28  -2.64  -5.41  0.117
H  -2.96  -0.66  -5.00  0.095
H  -1.57  0.34  -5.72  0.094
H  -1.00  2.49  -6.66  0.117
H  0.42  4.10  -5.40  0.113
H  1.30  3.45  -3.20  0.116
H  1.23  3.05  -1.14  0.107
H  1.21  1.76  0.06  0.036
H  -0.32  2.28  -0.70  0.103
H  2.86  1.85  -2.37  0.105
H  2.48  0.26  -3.07  0.107
H  2.85  0.40  -1.33  0.051
F  -0.14  3.17  1.72  0.096
C  -1.15  2.30  1.70  -0.240
C  -0.92  0.95  1.92  -0.146
C  -2.03  0.12  1.86  -0.242
F  -1.89  -1.19  2.08  0.079
C  -3.30  0.59  1.60  -0.133
F  -4.34  -0.24  1.55  0.141
C  -3.49  1.95  1.39  -0.122
F  -4.70  2.42  1.13  0.163
C  -2.41  2.81  1.44  -0.137
F  -2.58  4.11  1.23  0.147
Ge  0.86  0.17  2.23  0.767
S  1.31  -1.22  0.54  0.345
C  0.95  -1.01  3.78  -0.144
C  2.11  -1.75  3.94  -0.232
F  3.09  -1.64  3.02  0.065
C  2.31  -2.60  5.01  -0.136
F  3.44  -3.30  5.13  0.144
C  1.32  -2.72  5.97  -0.123
F  1.49  -3.53  7.00  0.158
C  0.15  -1.98  5.85  -0.134
F  -0.79  -2.07  6.79  0.145
C  -0.01  -1.13  4.77  -0.214
F  -1.12  -0.39  4.72  0.108
C  2.11  1.60  2.70  -0.136
C  1.76  2.32  3.83  -0.225
F  0.59  2.04  4.44  0.106
C  2.54  3.33  4.35  -0.131
F  2.17  4.00  5.43  0.150
C  3.74  3.64  3.72  -0.121
F  4.50  4.61  4.19  0.161
C  4.12  2.94  2.58  -0.134
F  5.26  3.24  1.97  0.142
C  3.30  1.93  2.10  -0.217
F  3.71  1.28  1.00  0.078

***

4.
DFT (the ωB97M-V functional and the def2-TZVPD basis) results for 5 unconnected molecules or ions with the total composition C5H20NO5 in a non-equilibrium geometry.

Relative energy (zero: lowest compared OMol25 entry of this formula, charge and spin) = 0.0 kcal per mole
Total energy = -632.683873 Ha
E_HOMO (alpha / beta) = -18.276 / -18.271 eV
2S+1 = 2
Total charge = +2

Last column: Löwdin charge in e.
Element x y z (Å)
C  2.05  0.88  1.90  -0.009
C  0.94  0.48  0.88  -0.229
C  0.26  -0.93  1.10  -0.120
C  -0.51  -1.72  0.10  -0.065
C  0.44  -1.72  -1.07  -0.046
O  0.62  -0.75  -1.79  0.256
N  -0.22  1.55  0.88  0.180
H  2.56  1.82  1.60  0.116
H  2.65  0.04  2.30  0.108
H  1.64  1.30  2.77  0.062
H  1.30  0.58  -0.19  0.135
H  -0.42  -0.91  1.96  0.155
H  0.99  -1.71  1.47  0.160
H  -1.51  -1.23  -0.15  0.153
H  -0.79  -2.74  0.41  0.174
H  0.85  -2.61  -1.14  0.142
H  -1.19  1.23  1.22  0.116
H  -0.50  1.81  -0.05  0.049
H  0.00  2.51  1.28  0.207
H  3.73  -1.11  -0.86  0.075
H  2.73  -1.27  -2.04  0.035
O  3.05  -1.66  -1.24  0.025
H  -3.55  0.93  0.75  0.074
H  -3.49  1.30  2.33  0.125
O  -2.97  1.22  1.47  -0.068
H  -1.06  -1.00  -3.03  -0.007
H  -2.33  -1.16  -2.12  0.085
O  -1.86  -1.52  -2.96  -0.034
H  -1.61  2.78  -2.03  0.116
H  -0.55  1.61  -2.18  0.087
O  -1.25  1.99  -1.57  -0.059